13
Properties=species:S:1:pos:R:3 method="wB97M-V/def2-TZVPD" relative_energy_kj_mol=530.9 molar_mass_g_mol=107.1
N 0.740 -1.032 -0.669
N -0.513 -1.461 -0.461
N 2.413 0.062 0.678
C -0.989 1.353 -0.289
C -1.416 -0.912 0.525
C 1.187 0.214 0.066
C -1.815 0.407 0.340
C 0.400 1.360 -0.195
H -1.463 2.247 -0.966
H 1.197 2.307 -0.340
H -2.239 -1.642 0.893
H 2.529 -1.015 0.039
H -2.710 0.591 0.850

12
Properties=species:S:1:pos:R:3 method="wB97M-V/def2-TZVPD" relative_energy_kj_mol=122.9 molar_mass_g_mol=86.1
O -1.991 1.661 -0.031
O 1.366 -1.109 0.728
C 0.423 1.003 -0.280
C -0.974 -0.617 0.255
C 0.492 -0.550 -0.221
C -1.076 0.884 0.000
H 0.964 1.469 0.551
H 2.251 -1.128 0.346
H 0.688 1.501 -1.219
H -1.029 -0.860 1.322
H 0.637 -0.999 -1.213
H -1.670 -1.253 -0.300

85
Properties=species:S:1:pos:R:3 method="wB97M-V/def2-TZVPD" total_charge=+1 total_energy_ha=-3761.07623 spin_multiplicity=2 molar_mass_g_mol=482.6
Br -1.131 0.947 -1.769
O 2.374 -3.065 0.157
N 3.810 1.010 -3.123
N 1.362 -0.569 1.814
N -4.792 0.086 0.422
C 2.671 -3.585 -1.172
C 5.229 0.283 -1.078
C -7.001 -1.354 3.372
C 2.928 -0.513 1.680
C 1.024 -2.716 0.242
C -5.758 -1.140 2.553
C 1.506 -0.801 4.400
C -4.040 -1.196 0.016
C 5.656 -0.964 -0.307
C -0.456 1.095 2.523
C -3.964 1.194 1.048
C 3.338 2.426 -2.534
C 1.011 -1.409 3.096
C 1.850 1.752 -4.370
C -5.492 2.264 -0.540
C 2.542 0.562 -3.936
C 4.176 -0.110 -2.074
C -5.104 0.848 -0.911
C 0.939 0.931 1.901
C -4.730 2.546 0.683
C 4.986 1.340 -4.073
C 0.743 -1.233 0.502
C -6.039 -0.321 1.225
C 1.996 2.659 -3.195
H -6.733 -0.934 0.650
H -5.851 0.217 -1.393
H 1.005 -0.604 -0.350
H 1.437 0.287 4.425
H 0.852 1.279 0.872
H -0.681 2.160 2.583
H 3.256 -0.005 0.773
H -7.439 -2.352 3.341
H -1.167 0.555 1.897
H 3.339 -0.461 -1.470
H 0.499 -3.261 1.027
H 2.762 -2.900 -2.015
H 5.236 0.365 -4.491
H -0.581 0.893 3.587
H -6.560 2.442 -0.417
H -4.015 3.369 0.670
H 3.654 -4.052 -1.107
H -0.343 -1.192 0.583
H 0.798 1.610 -4.616
H 0.496 -2.997 -0.669
H 4.128 3.142 -2.757
H 4.776 -1.520 0.018
H -5.371 -2.118 2.267
H 1.190 2.604 -2.463
H 4.831 0.985 -0.345
H 6.207 -1.685 -0.911
H 1.408 -2.392 2.842
H 5.811 1.818 -3.545
H -5.312 2.768 1.577
H 2.651 -0.079 -4.811
H 4.596 -0.923 -2.665
H 4.669 1.919 -4.941
H 6.208 -0.663 0.583
H -4.302 0.721 -1.638
H -4.063 1.080 2.127
H 1.082 -1.175 5.332
H 1.671 1.596 2.359
H 6.119 0.724 -1.526
H 3.286 2.241 -1.461
H -3.697 -1.647 0.948
H 2.101 2.272 -5.295
H 1.916 3.716 -3.448
H -3.213 -0.765 -0.548
H -5.059 -0.541 3.137
H 2.566 -1.009 4.547
H -0.074 -1.479 3.025
H -5.259 3.000 -1.308
H 1.862 0.045 -3.259
H -4.786 -1.765 -0.539
H -6.519 0.644 1.388
H -7.871 -0.786 3.044
H 2.073 -4.402 -1.576
H -6.903 -1.285 4.455
H 3.299 -1.536 1.738
H -2.953 1.137 0.646
H 3.336 -0.032 2.569

19
Properties=species:S:1:pos:R:3 method="wB97M-V/def2-TZVPD" relative_energy_kj_mol=365.7 molar_mass_g_mol=100.2
O -1.321 -0.281 1.773
C 0.991 1.230 -1.387
C 1.015 -0.538 2.140
C -0.167 0.473 -0.730
C -0.186 -1.000 1.286
C 0.333 -0.765 -0.078
C -1.128 -0.056 -1.821
H 1.943 -1.013 1.815
H 1.672 1.638 -0.632
H -0.737 1.141 -0.067
H 1.563 0.552 -2.028
H -1.965 -0.633 -1.410
H -0.327 -2.077 1.463
H -2.099 -0.598 1.298
H 1.121 0.550 2.076
H -1.548 0.800 -2.359
H 0.817 -0.798 3.183
H -0.592 -0.690 -2.533
H 0.615 2.066 -1.989

91
Properties=species:S:1:pos:R:3 method="wB97M-V/def2-TZVPD" total_energy_ha=-2765.20739 molar_mass_g_mol=734.0
O 0.861 2.985 -3.224
O -0.491 0.438 -0.771
O -2.857 -6.846 0.097
O -1.505 5.045 5.872
O -1.953 -2.967 -7.614
O -1.007 3.567 -3.740
O -1.560 -0.796 5.262
O -4.964 3.421 4.496
O 1.964 -5.796 -1.667
O 3.347 -6.645 -0.223
O 2.790 4.397 -2.618
O -0.219 6.310 7.083
O 1.863 2.657 -0.964
O -4.976 4.240 2.484
O -0.560 4.267 -5.750
O -0.277 0.467 6.476
O -0.658 -1.706 -6.408
O 3.024 -2.735 -5.895
O -2.414 -6.931 -2.028
O 2.977 -1.682 -3.994
N -1.296 3.766 -4.909
N -0.673 5.228 6.746
N -5.040 4.341 3.699
N -1.116 -2.788 -6.746
N -2.126 -7.081 -0.851
N 3.085 -6.051 -1.256
N 2.676 -1.815 -5.168
N -0.732 -0.616 6.135
C -0.234 -1.821 6.847
C -5.225 5.703 4.262
C 0.825 1.269 3.496
C -0.612 -3.996 -6.041
C 2.336 -0.662 -1.278
C 1.243 0.004 1.098
C 1.808 -0.765 -5.762
C 1.655 0.341 2.575
C -0.640 1.682 -1.510
C 2.208 -0.977 0.286
C -0.766 -7.594 -0.540
C -0.058 0.655 0.573
C -1.437 2.819 3.896
C -0.173 4.024 7.458
C -0.923 1.563 1.516
C 4.235 -5.598 -2.082
C 1.784 -2.484 0.636
C -2.656 3.366 -5.358
C -0.506 1.886 2.979
B 1.441 4.310 -3.196
B 0.754 2.443 -1.863
B 2.637 3.826 -1.302
H 3.092 -1.426 -1.706
H 2.337 0.184 -5.679
H 1.622 -1.012 -6.804
H 0.789 -2.815 0.149
H 1.572 -2.513 1.775
H -3.158 4.261 -5.721
H 0.226 -2.473 6.106
H 0.879 -0.750 -5.197
H -5.275 6.418 3.443
H 2.637 -3.231 0.454
H 2.632 -0.122 2.975
H 3.266 -0.826 0.735
H 1.344 -0.888 -1.828
H -1.091 -2.301 7.319
H -1.127 1.397 -2.521
H 0.287 3.370 6.717
H -1.395 2.416 -1.024
H -2.544 2.584 3.658
H -1.221 3.935 3.789
H -1.913 2.032 1.161
H 0.123 -3.688 -5.299
H -1.464 -4.477 -5.562
H 4.831 -4.921 -1.472
H -3.193 2.938 -4.512
H 0.557 4.335 8.203
H 0.494 -1.511 7.594
H -6.155 5.700 4.830
H 2.757 0.368 -1.528
H -0.231 -7.757 -1.473
H -2.538 2.629 -6.152
H 3.853 -5.087 -2.965
H -0.263 -6.843 0.067
H 3.249 4.342 -0.418
H 4.804 -6.483 -2.364
H -4.370 5.912 4.905
H -0.158 -4.647 -6.787
H 0.920 5.299 -3.566
H 1.159 1.525 4.567
H -1.028 3.543 7.932
H -0.885 -8.529 0.005
H -1.282 2.444 4.979

57
Properties=species:S:1:pos:R:3 method="wB97M-V/def2-TZVPD" total_charge=+2 total_energy_ha=-3038.28227 molar_mass_g_mol=728.7
Re -0.809 0.436 -0.802
S -3.130 0.403 -0.872
S -5.154 -0.146 -2.982
S -0.917 0.457 -3.095
S -3.029 -0.127 -5.106
O -5.608 -0.501 -5.563
N -0.628 2.431 -0.562
N 0.219 1.046 2.006
N 0.275 2.911 0.349
N -0.735 0.396 1.280
N 1.278 0.390 -0.774
N -0.770 -1.683 -0.733
N 1.954 1.042 0.202
N 2.149 2.756 2.019
N 2.182 2.702 3.376
C 3.145 3.525 3.742
C 0.265 -4.784 -1.685
C -4.792 -0.297 -4.739
C -1.988 -4.864 -0.516
C 3.449 -0.082 -0.985
C -1.309 3.499 -1.055
C 3.095 3.629 1.549
C 2.184 -0.288 -1.503
C -3.524 0.120 -2.490
C -0.682 -2.822 -0.630
C -0.855 4.649 -0.464
C 0.138 -4.563 0.842
C 0.013 0.817 3.308
C -0.568 -4.274 -0.495
C -1.531 -0.241 2.162
C 3.259 0.771 0.094
C -1.091 -0.014 3.448
C -2.540 0.131 -3.483
C 0.143 4.229 0.424
C 3.748 4.152 2.625
B 1.189 1.954 1.206
H -1.188 5.657 -0.637
H 1.268 -4.358 -1.682
H -2.370 -0.821 1.811
H 0.755 4.801 1.105
H -1.514 -0.378 4.368
H 3.225 3.810 0.493
H 3.371 3.654 4.789
H 0.355 -5.866 -1.593
H -2.589 -4.492 0.313
H 3.969 1.201 0.781
H -1.906 -5.946 -0.416
H -2.076 3.354 -1.798
H 0.232 -5.643 0.948
H 1.871 -0.877 -2.351
H 4.382 -0.480 -1.345
H -0.438 -4.187 1.687
H 1.138 -4.130 0.867
H 4.546 4.873 2.620
H -0.219 -4.563 -2.637
H 0.662 1.278 4.034
H -2.498 -4.648 -1.455

9
Properties=species:S:1:pos:R:3 method="wB97M-V/def2-TZVPD" relative_energy_kj_mol=539.6 molar_mass_g_mol=94.1
N -1.142 1.238 -0.687
N 0.943 -1.378 0.485
N 1.685 -0.826 -0.354
N 1.441 0.299 -1.035
C 0.168 0.734 -0.761
C -0.695 0.157 0.157
C -0.296 -0.920 0.858
H -0.815 -1.466 1.627
H -1.290 2.161 -0.289

68
Properties=species:S:1:pos:R:3 method="wB97M-V/def2-TZVPD" total_energy_ha=-3195.56544 molar_mass_g_mol=527.4
Cl 1.935 -1.029 -1.645
Cl 0.799 -0.865 2.512
S -10.046 -1.291 -0.220
P -0.777 -1.403 -0.333
P 5.401 2.689 0.273
O 6.282 3.772 1.137
O -8.743 -0.208 1.804
O 5.223 1.618 1.288
O 4.815 3.839 -0.688
O 6.532 2.103 -0.750
N -8.285 1.834 1.203
N -8.976 1.246 0.158
C 3.121 -1.654 1.379
C -4.249 -3.227 -1.201
C -7.556 -2.531 -0.649
C 5.685 4.766 -1.363
C 6.187 3.825 2.563
C -9.227 0.047 0.567
C -6.406 -3.146 0.200
C 1.120 -1.638 -0.158
C 5.811 4.433 -2.835
C -3.323 -2.628 -0.119
C 1.801 -0.908 1.013
C -8.868 -2.638 0.147
C 7.391 3.161 3.199
C 6.328 0.807 -1.312
C -8.157 0.979 2.148
C -2.663 -1.301 -0.560
C -5.435 -4.018 -0.625
C 5.306 0.824 -2.435
H -2.507 -3.355 0.016
H -6.854 -3.807 0.949
H -4.647 -2.457 -1.870
H -0.626 0.006 -0.467
H 2.115 0.100 0.754
H 5.670 1.398 -3.287
H 3.969 -0.973 1.455
H 1.330 -2.709 -0.103
H -3.646 -3.909 -1.809
H -0.700 -2.171 -1.537
H 6.665 4.821 -0.899
H 8.292 3.748 3.010
H -8.606 -2.567 1.204
H 6.204 5.291 -3.382
H -5.873 -2.354 0.728
H 7.260 3.067 4.278
H -2.863 -1.109 -1.620
H 6.501 3.604 -2.989
H 7.292 0.469 -1.692
H 4.373 1.289 -2.108
H -7.301 -1.487 -0.844
H 3.353 -2.360 0.576
H 5.097 -0.191 -2.771
H -9.378 -3.593 0.019
H -7.700 1.090 3.116
H 6.153 4.879 2.845
H -5.029 -4.773 0.061
H -5.981 -4.546 -1.410
H 5.216 5.744 -1.252
H 6.021 0.102 -0.537
H 5.262 3.367 2.909
H -7.641 -3.054 -1.604
H 3.006 -2.258 2.279
H 4.848 4.146 -3.258
H -3.062 -0.464 0.026
H -0.982 -2.094 0.895
H 7.565 2.171 2.779
H -3.823 -2.522 0.844

14
Properties=species:S:1:pos:R:3 method="wB97M-V/def2-TZVPD" relative_energy_kj_mol=78.1 molar_mass_g_mol=100.1
O -0.302 -1.108 -1.743
O 2.199 -1.180 -0.485
O 1.250 2.256 1.245
O -1.928 -0.474 0.664
O -1.403 1.570 1.405
C -2.093 0.839 0.766
H 0.453 -1.157 -1.162
H -2.240 -0.864 -0.172
H 2.311 -1.320 0.470
H 2.329 -2.050 -0.840
H 0.421 1.765 1.186
H -0.050 -1.186 -2.690
H -2.978 1.198 0.216
H 2.033 1.712 1.141

88
Properties=species:S:1:pos:R:3 method="wB97M-V/def2-TZVPD" total_charge=-1 total_energy_ha=-2735.49266 molar_mass_g_mol=721.6
F 4.977 -0.855 0.719
F 2.846 0.104 -0.489
F 3.540 -0.242 -2.745
F 2.552 -2.879 -0.120
F 1.202 -1.747 -1.785
F 5.548 -2.506 -0.912
O -2.396 -0.005 -1.743
O 8.599 1.008 1.122
O 2.772 -3.173 -4.050
O 5.511 -1.088 -4.829
O 3.536 -4.481 -2.159
O -8.955 2.286 1.636
O 5.952 1.268 -1.499
O 8.718 -1.274 1.894
O -10.533 5.113 4.849
O 9.419 -3.380 -6.169
O -3.974 2.822 1.470
N -2.308 0.186 1.230
N 12.125 -4.135 -2.318
N 7.906 -1.309 -5.812
N -8.866 2.477 4.608
C -4.285 1.573 2.092
C -1.109 0.524 -2.031
C -8.900 1.158 2.519
C 10.985 -5.082 -2.011
C 10.431 -2.304 -2.814
C -3.942 2.778 0.050
C -9.605 2.997 5.765
C 8.930 -2.393 -5.415
C 10.246 -1.756 -1.257
C 2.588 -2.223 -1.449
C -9.624 1.490 3.832
C 7.799 -1.274 -3.370
C 5.028 -1.117 -0.755
C 7.596 -0.763 -1.826
C 6.151 -0.049 -1.385
C -3.046 0.706 2.386
C -10.501 5.070 3.429
C -7.667 2.815 1.347
C 3.536 -0.885 -1.400
C 2.990 -3.317 -2.602
C -2.342 -1.133 -0.860
C -3.065 -0.801 0.454
C 9.180 -2.024 -3.837
C -10.844 3.864 5.470
C 8.705 -0.446 0.828
C 8.852 -0.989 -0.746
C 11.743 -3.106 -3.385
C 6.841 -1.208 -4.699
H -2.062 0.967 0.624
H -0.467 -0.241 -2.477
H -2.872 -1.952 -1.359
H 11.123 -1.943 -0.489
H 7.479 -1.422 -6.761
H -7.205 3.218 2.253
H -2.337 1.314 2.960
H -1.313 -1.467 -0.675
H 10.164 -5.148 -2.862
H -9.741 0.575 4.421
H -5.057 1.033 1.533
H -4.060 -0.419 0.202
H -11.219 4.355 3.017
H -11.616 3.324 4.912
H 11.358 -3.752 -4.312
H -3.182 -1.716 1.042
H -1.229 1.340 -2.751
H -10.619 1.873 3.581
H -7.872 0.824 2.703
H -3.336 -0.131 3.033
H -10.754 6.066 3.055
H -9.492 4.838 3.081
H -7.026 2.050 0.902
H 2.149 -3.915 -4.312
H 11.454 -6.174 -1.947
H -4.737 1.828 3.058
H -8.621 3.258 4.003
H -8.896 3.605 6.339
H -7.787 3.631 0.628
H -0.647 0.927 -1.126
H 12.884 -4.735 -2.710
H -4.660 2.064 -0.362
H 12.631 -2.425 -3.726
H -9.431 0.339 2.020
H -11.296 4.119 6.436
H 10.474 -4.890 -0.953
H -4.195 3.775 -0.324
H -9.894 2.160 6.412
H -2.934 2.547 -0.298

15
Properties=species:S:1:pos:R:3 method="wB97M-V/def2-TZVPD" relative_energy_kj_mol=341.1 molar_mass_g_mol=87.1
O 1.774 -1.528 0.023
N 1.604 -0.258 0.668
C -1.228 -0.938 -0.171
C 0.966 0.609 -0.273
C -0.640 0.437 -0.076
C -1.406 1.522 0.107
H 2.654 0.180 0.668
H 1.488 -2.151 0.715
H -0.962 -1.535 0.707
H -0.882 -1.449 -1.075
H -0.981 2.517 0.194
H 1.216 1.645 -0.029
H -2.492 1.468 0.077
H -2.323 -0.915 -0.218
H 1.210 0.396 -1.317